[1]
A single CHCl4PS molecule, computed with ωB97M-V/def2-TZVPD.

Calculated values
Energy relative to the best compared isomer or geometry (same formula, charge and spin) ... 2.664 eV
E_HOMO (spin up / spin down) ... -8.844 / -9.100 eV
HOMO-LUMO gap (spin up / spin down) ... 7.55 / 7.39 eV

Last column: natural (NBO) charge in e.
Atoms and positions in Å:
C1 -1.6261 -1.4745 0.0345  -0.37
P1 1.5894 0.5830 0.0736  0.66
S1 -0.0981 1.3346 0.9984  -0.30
Cl1 -0.4641 -2.1973 -0.9742  0.07
Cl2 -1.0796 -0.8041 1.4539  0.29
Cl3 2.9967 1.8389 0.7272  -0.26
Cl4 1.0834 1.5053 -1.7189  -0.31
H1 -2.4016 -0.7859 -0.5945  0.24

[2]
A molecular structure, C3H4GaLiO2, computed with ωB97M-V/def2-TZVPD.

Calculated values
Expectation value of S² ... 0.919
Net charge ... +1
Spin multiplicity ... 2
Energy relative to the best compared isomer or geometry (same formula, charge and spin) ... 2.476 eV
E_HOMO (spin up / spin down) ... -12.413 / -12.804 eV
HOMO-LUMO gap (spin up / spin down) ... 7.32 / 6.90 eV

Last column: natural (NBO) charge in e.
Atoms and positions in Å:
O1 2.2676 -0.7378 0.1281  -0.73
Li1 1.2802 -1.2926 -1.5500  0.96
C1 1.5835 -0.0689 0.9452  0.34
O2 0.2815 -0.4011 1.0276  -0.57
C2 -0.4770 -0.6888 -0.1631  -0.07
C3 -1.2556 0.3907 -0.6143  -0.46
H1 -0.7982 -1.7368 -0.1698  0.24
H2 -1.6227 0.3138 -1.6438  0.24
H3 -2.1609 0.6420 -0.0442  0.26
Ga1 1.2709 1.8281 1.6790  0.89
H4 -0.3695 1.7515 0.4054  -0.10

[3]
A single C6H7N molecule, computed with ωB97M-V/def2-TZVPD.

Calculated values
Energy relative to the best compared isomer or geometry (same formula, charge and spin) ... 5.896 eV
E_HOMO ... -8.186 eV
HOMO-LUMO gap ... 8.66 eV

Last column: natural (NBO) charge in e.
Atoms and positions in Å:
C1 0.9593 -1.3588 -0.0074  -0.17
C2 1.6260 -0.3026 0.6063  -0.03
C3 0.7035 1.7717 -0.6872  0.17
C4 -0.0652 -0.7993 -0.9262  -0.48
C5 -0.2117 0.6030 -0.3295  0.00
C6 -1.4602 0.9473 0.4903  -0.64
N1 1.1803 0.8828 0.1609  -0.43
H1 1.1992 -2.4287 0.0622  0.22
H2 2.3191 -0.3035 1.4209  0.22
H3 0.2658 -0.8418 -1.8738  0.23
H4 -1.0267 -1.3629 -0.8913  0.23
H5 -1.2100 1.9212 0.9395  0.23
H6 -1.7599 0.1132 1.1794  0.21
H7 -2.5194 1.1585 -0.1443  0.23

[4]
A molecular structure, C7H8N2O2, computed with ωB97M-V/def2-TZVPD.

Calculated values
Energy relative to the best compared isomer or geometry (same formula, charge and spin) ... 5.252 eV
E_HOMO ... -7.737 eV
HOMO-LUMO gap ... 8.47 eV

Last column: natural (NBO) charge in e.
Atoms and positions in Å:
C1 -1.3565 1.2242 2.6146  -0.33
C2 -1.9959 1.8797 1.6374  -0.07
C3 -0.3570 0.8129 0.6222  -0.02
C4 1.2291 -0.3710 0.1112  0.15
C5 -0.2939 0.5745 1.9603  0.13
C6 1.4669 -0.6522 1.4059  0.52
C7 0.6021 -1.3956 -1.9818  -0.40
N1 -1.4193 1.6327 0.4243  -0.54
N2 1.5294 -0.5169 -1.1912  -0.61
O1 0.7562 -0.1575 2.4724  -0.45
O2 2.4052 -1.5844 1.7938  -0.68
H1 -1.5597 1.1312 3.7021  0.23
H2 -2.8540 2.4029 1.6847  0.20
H3 -0.2749 -1.7862 -1.3354  0.22
H4 0.1055 -0.6475 -2.5991  0.19
H5 1.0930 -2.0561 -2.5738  0.20
H6 -1.6610 2.2681 -0.3494  0.41
H7 1.7431 0.3254 -1.6941  0.39
H8 1.9907 -2.1907 2.3712  0.48

[5]
A single C4H7NO molecule, computed with ωB97M-V/def2-TZVPD.

Calculated values
Energy relative to the best compared isomer or geometry (same formula, charge and spin) ... 4.505 eV
E_HOMO (spin up / spin down) ... -7.759 / -7.665 eV
HOMO-LUMO gap (spin up / spin down) ... 7.76 / 8.01 eV

Last column: natural (NBO) charge in e.
Atoms and positions in Å:
C1 2.2905 0.0377 -0.7341  -0.44
N1 0.9550 -0.3193 -1.1500  -0.39
C2 -2.1439 0.6350 1.2710  -0.10
C3 0.0571 -0.3077 -0.2430  -0.03
C4 -1.2995 -0.7136 -0.4456  0.06
O1 -2.2302 -0.3214 0.3993  -0.36
H1 2.6455 0.8692 -1.3543  0.20
H2 2.9735 -0.8029 -0.9013  0.20
H3 2.3578 0.3384 0.3260  0.16
H4 -2.9711 0.7091 1.9583  0.17
H5 -1.2872 1.2967 1.2800  0.16
H6 0.2959 -0.0245 0.8019  0.14
H7 -1.6434 -1.3967 -1.2084  0.20

[6]
2 unconnected molecules or ions with the total composition C19H32N4O5S, computed with ωB97M-V/def2-TZVPD.

Calculated values
SMILES string ... CNC(=O)[C@H](CCC(N)=O)NC(C)=O.CCCCCc1ccc(S(N)(=O)=O)cc1
Energy relative to the best compared isomer or geometry (same formula, charge and spin) ... 0.000 eV
E_HOMO ... -9.467 eV
HOMO-LUMO gap ... 9.72 eV

Last column: natural (NBO) charge in e.
Atoms and positions in Å:
C1 -1.5667 5.5234 -3.4968  -0.42
N1 -1.2759 5.5090 -2.0632  -0.59
C2 -0.1404 5.1473 -1.4576  0.68
O1 -0.0818 5.1626 -0.2315  -0.64
C3 1.0936 4.7148 -2.2820  -0.13
C4 0.9817 3.2561 -2.7812  -0.39
C5 0.7862 2.1863 -1.6860  -0.51
C6 -0.6629 1.7462 -1.4777  0.68
N2 -0.8851 0.5906 -0.8913  -0.80
O2 -1.6203 2.4001 -1.8489  -0.65
N3 2.3199 4.8692 -1.4827  -0.62
C7 3.5673 5.0811 -1.8993  0.67
C8 3.8612 5.2428 -3.3783  -0.71
O3 4.4840 5.1488 -1.0966  -0.63
H1 -2.5057 6.0508 -3.6731  0.22
H2 -0.7748 6.0307 -4.0489  0.19
H3 -1.6765 4.4998 -3.8613  0.21
H4 -2.0353 5.7120 -1.4307  0.41
H5 1.1559 5.3693 -3.1493  0.21
H6 0.1821 3.1794 -3.5174  0.23
H7 1.9006 3.0090 -3.3114  0.21
H8 1.3517 1.3036 -1.9852  0.22
H9 1.1976 2.5242 -0.7352  0.25
H10 -0.1297 0.0243 -0.5600  0.39
H11 -1.8514 0.3458 -0.7634  0.41
H12 2.1973 4.8457 -0.4790  0.43
H13 3.2642 6.0561 -3.7836  0.22
H14 4.9174 5.4804 -3.4979  0.25
H15 3.6450 4.3150 -3.9001  0.22
C9 3.0633 -6.5381 2.4941  -0.61
C10 2.3704 -6.7367 1.1451  -0.39
C11 1.8568 -5.4217 0.5409  -0.39
C12 0.7647 -4.7579 1.3925  -0.39
C13 0.1306 -3.5882 0.6304  -0.42
C14 -0.9450 -2.9212 1.4521  0.02
C15 -0.7505 -1.6336 1.9704  -0.18
C16 -1.7552 -1.0044 2.7106  -0.19
C17 -2.9674 -1.6632 2.9504  -0.33
S1 -4.2584 -0.8514 3.9281  2.25
N4 -5.6354 -1.1045 3.0493  -1.06
O4 -4.5176 -1.4771 5.2236  -0.93
O5 -4.1324 0.6048 3.9652  -0.94
C18 -3.1645 -2.9561 2.4502  -0.17
C19 -2.1603 -3.5757 1.7001  -0.22
H16 3.8677 -5.8011 2.4066  0.20
H17 2.3531 -6.1970 3.2529  0.20
H18 3.4958 -7.4844 2.8333  0.21
H19 1.5390 -7.4392 1.2643  0.19
H20 3.0850 -7.1858 0.4476  0.20
H21 2.6931 -4.7267 0.4140  0.20
H22 1.4535 -5.6393 -0.4534  0.20
H23 -0.0048 -5.4964 1.6390  0.20
H24 1.1919 -4.3892 2.3304  0.21
H25 -0.3081 -3.9502 -0.3051  0.21
H26 0.9074 -2.8621 0.3692  0.20
H27 0.1879 -1.1136 1.8074  0.21
H28 -1.5884 -0.0040 3.1075  0.25
H29 -5.6594 -0.3487 2.3798  0.39
H30 -6.3835 -1.0087 3.7215  0.41
H31 -4.1007 -3.4776 2.6411  0.24
H32 -2.3280 -4.5753 1.3106  0.22

[7]
A molecular structure, C29H29CdN6O2S2, computed with ωB97M-V/def2-TZVPD.

Calculated values
Net charge ... +1
Energy relative to the best compared isomer or geometry (same formula, charge and spin) ... 0.000 eV
E_HOMO ... -9.964 eV
HOMO-LUMO gap ... 7.66 eV

Last column: natural (NBO) charge in e.
Atoms and positions in Å:
Cd1 -0.7794 0.1625 0.0234  1.71
C1 -1.6207 -2.1531 2.1831  -0.21
C2 -1.5981 -0.9330 3.1234  -0.45
C3 -0.2921 -0.1722 3.0854  0.23
C4 0.7506 -0.5240 3.9339  -0.25
C5 1.9359 0.1899 3.8902  -0.13
C6 2.0407 1.2597 3.0144  -0.25
C7 0.9637 1.5420 2.1981  0.06
N1 -0.1744 0.8374 2.2111  -0.56
N2 -1.8279 -1.8287 0.7574  -0.52
C8 -1.3036 -2.8967 -0.1113  -0.26
C9 -0.8633 -2.4132 -1.4790  0.23
C10 -0.0595 -3.2238 -2.2692  -0.24
C11 0.3583 -2.7529 -3.5000  -0.12
C12 -0.0624 -1.4973 -3.9199  -0.25
C13 -0.8656 -0.7601 -3.0752  0.07
N3 -1.2509 -1.1972 -1.8696  -0.58
C14 -3.2439 -1.5771 0.4438  -0.28
C15 -3.7178 -0.1558 0.6673  0.23
C16 -5.0556 0.0967 0.9409  -0.24
C17 -5.4718 1.4023 1.1313  -0.12
C18 -4.5320 2.4221 1.0725  -0.25
C19 -3.2215 2.0899 0.7939  0.08
N4 -2.8283 0.8345 0.5672  -0.58
H1 -2.3986 -2.8507 2.5187  0.19
H2 -0.6587 -2.6564 2.2793  0.22
H3 -1.7462 -1.3061 4.1368  0.24
H4 -2.4207 -0.2572 2.8963  0.23
H5 0.6312 -1.3508 4.6224  0.23
H6 2.7625 -0.0764 4.5353  0.23
H7 2.9406 1.8552 2.9533  0.24
H8 1.0139 2.3591 1.4865  0.21
H9 -2.0487 -3.6926 -0.2407  0.21
H10 -0.4381 -3.3516 0.3682  0.24
H11 0.2529 -4.1953 -1.9085  0.23
H12 1.0101 -3.3510 -4.1225  0.24
H13 0.2390 -1.0949 -4.8764  0.24
H14 -1.2206 0.2249 -3.3564  0.21
H15 -3.8883 -2.2549 1.0152  0.21
H16 -3.3971 -1.7922 -0.6152  0.25
H17 -5.7570 -0.7245 1.0108  0.23
H18 -6.5094 1.6216 1.3444  0.24
H19 -4.8060 3.4538 1.2403  0.24
H20 -2.4483 2.8454 0.7591  0.21
O1 2.7938 -2.6670 0.5302  -0.69
C20 3.7324 -1.8318 0.0300  0.34
C21 5.0496 -2.2854 0.0071  -0.28
C22 6.0570 -1.4784 -0.4792  -0.16
C23 5.7693 -0.2013 -0.9537  -0.26
C24 4.4675 0.2513 -0.9450  -0.15
C25 3.4259 -0.5470 -0.4604  -0.18
C26 2.0313 -0.0595 -0.4860  0.59
O2 1.1158 -0.7832 0.0887  -0.91
N5 1.8158 1.0893 -1.0879  -0.47
N6 0.4914 1.4816 -1.1598  -0.50
C27 0.3111 2.6152 -1.7220  -0.08
S1 -1.2952 3.1690 -2.1498  0.27
C28 -0.7732 4.9010 -2.3403  -0.52
C29 0.5800 4.8938 -3.0193  -0.54
S2 1.6390 3.6446 -2.2111  0.34
H21 1.9572 -2.1550 0.5202  0.51
H22 5.2500 -3.2796 0.3850  0.23
H23 7.0752 -1.8451 -0.4867  0.22
H24 6.5632 0.4296 -1.3302  0.22
H25 4.2201 1.2356 -1.3171  0.23
H26 -0.7192 5.3529 -1.3508  0.23
H27 -1.5308 5.4091 -2.9339  0.25
H28 1.0823 5.8538 -2.9113  0.25
H29 0.4975 4.6490 -4.0767  0.23